Molecular formula: C15H40N2O4P2S
Method: DFT, ωB97M-V/def2-TZVPD

Computed properties:
SMILES string = CCP(C)#[PH]S.COCCNCCOC.COCCNCCOC

Geometry (Å):
S 3.59 -3.18 -0.52
P 4.48 -0.51 1.61
P 4.47 -2.67 1.36
O 0.81 2.13 2.69
O -2.29 5.11 1.06
O -0.90 -4.62 -2.74
O -4.02 -1.39 -1.91
N -2.08 2.21 1.54
N -0.95 -1.68 -2.38
C 7.07 -0.82 0.59
C -0.34 1.58 3.30
C 5.77 -0.03 0.39
C -3.00 -0.91 -1.06
C -1.70 -0.58 -1.79
C -4.04 -2.79 -2.12
C -0.42 -2.65 -1.43
C -0.87 -4.64 -4.16
C -3.37 4.28 1.47
C -2.88 3.14 2.33
C 0.78 3.52 2.45
C -2.05 5.11 -0.33
C 0.15 -3.85 -2.15
C -1.42 1.16 2.31
C 2.90 0.11 0.88
H 2.37 0.66 1.67
H -4.07 4.89 2.05
H -3.37 0.02 -0.63
H -3.74 2.61 2.74
H 2.27 -0.74 0.60
H -3.91 3.90 0.60
H -1.06 -3.65 -4.59
H -2.84 -1.60 -0.23
H 0.66 -4.49 -1.43
H -3.44 -3.08 -2.99
H -2.19 0.60 2.85
H -1.72 4.13 -0.69
H 1.81 3.89 2.51
H -2.95 5.40 -0.89
H -0.96 0.47 1.60
H -5.07 -3.08 -2.30
H 3.36 -2.88 2.21
H 0.18 4.05 3.20
H -1.18 -3.01 -0.72
H -0.72 2.27 4.07
H 0.09 -5.00 -4.53
H 3.39 -1.99 -1.09
H -1.65 -5.32 -4.48
H -0.01 0.68 3.82
H -1.39 2.73 1.02
H -1.04 -0.05 -1.10
H -3.67 -3.33 -1.24
H 5.97 1.04 0.53
H 7.22 -1.06 1.64
H 0.88 -3.54 -2.90
H 0.37 -2.17 -0.85
H 5.40 -0.16 -0.64
H 7.93 -0.25 0.24
H -1.27 5.84 -0.52
H 0.40 3.76 1.46
H -1.56 -2.17 -3.04
H 7.03 -1.77 0.06
H -1.94 0.13 -2.59
H 3.04 0.73 0.00
H -2.32 3.57 3.17



Molecular formula: C15H40NO6P
Method: DFT, ωB97M-V/def2-TZVPD

Computed properties:
SMILES string = CCCCN[PH3]OC[C@@H](C)O.COCCOC.COCCOC

Geometry (Å):
P -1.18 0.16 -1.00
O -4.04 -1.18 2.88
O 7.27 -1.43 -2.82
O 4.99 -0.33 -1.32
O -3.06 3.04 0.21
O -5.07 -3.81 3.69
O -2.85 0.13 -1.47
N 0.57 0.18 -0.64
C -4.65 -2.11 2.00
C -3.83 2.32 -0.78
C 1.37 0.90 -1.64
C -5.19 -3.33 5.02
C 6.22 0.34 -1.54
C 1.37 2.46 -1.52
C -2.74 -1.59 3.27
C -5.28 2.83 -0.70
C -3.67 0.80 -0.51
C -5.68 -2.95 2.74
C 5.11 -1.39 -0.39
C 6.38 -2.30 -3.51
C 2.61 2.33 0.79
C 6.85 -0.08 -2.86
C 2.49 3.03 -0.60
H 7.75 0.53 -3.03
H -4.90 -2.28 5.10
H 4.19 -1.98 -0.43
H -2.35 3.46 -0.25
H -6.43 -2.31 3.21
H 3.44 2.96 -1.15
H 3.25 1.44 0.66
H -5.16 -1.54 1.22
H 5.34 -2.13 -3.20
H 5.95 -2.05 -0.64
H 6.16 0.10 -3.69
H -5.55 2.95 0.36
H -2.04 -1.48 2.44
H -3.38 2.52 -1.77
H -0.88 -0.33 -2.30
H 6.65 -3.32 -3.27
H -1.25 1.55 -0.71
H 1.04 0.64 -2.66
H -3.35 0.57 0.52
H -5.29 3.84 -1.14
H 3.15 3.02 1.46
H 0.41 2.90 -1.20
H -2.41 -0.95 4.09
H 2.43 0.57 -1.52
H -4.54 -3.92 5.65
H 2.30 4.10 -0.43
H -3.90 -2.75 1.52
H 0.77 0.48 0.30
H 6.00 1.41 -1.59
H -1.38 -0.82 0.01
H -4.67 0.33 -0.62
H 1.65 2.06 1.24
H -6.22 -3.45 5.37
H -6.00 2.22 -1.27
H 6.91 0.17 -0.71
H 6.46 -2.15 -4.59
H 1.57 2.85 -2.53
H -2.74 -2.63 3.62
H -6.19 -3.59 2.01
H 5.23 -1.00 0.62



Molecular formula: C15H40O15S5
Method: DFT, ωB97M-V/def2-TZVPD

Computed properties:
SMILES string = CCOS(C)(=O)=O.CCOS(C)(=O)=O.CCOS(C)(=O)=O.CCOS(C)(=O)=O.CCOS(C)(=O)=O
ΔE to the lowest compared entry with this formula, charge and spin = 424.72 kJ/mol

Geometry (Å):
S 14.60 -2.53 22.35
S 18.00 -0.61 28.04
S 17.85 6.36 30.30
S 15.71 -7.95 25.08
S 15.20 -4.47 31.12
O 16.17 -8.42 26.40
O 17.26 6.03 31.58
O 16.53 -8.28 23.94
O 15.44 -6.28 25.15
O 18.34 -1.80 27.25
O 17.36 0.66 27.07
O 14.30 -3.55 31.84
O 19.30 6.15 30.02
O 14.45 -2.16 20.69
O 16.94 5.74 28.99
O 19.02 -0.03 28.89
O 14.34 -5.39 30.02
O 16.36 -3.96 30.40
O 13.23 -2.79 22.79
O 15.53 -1.61 22.95
C 13.96 -8.41 24.68
C 16.38 -0.92 28.90
C 15.50 -5.55 26.38
C 16.78 0.72 24.76
C 16.55 3.96 27.30
C 15.29 -1.22 20.01
C 17.44 8.11 29.93
C 15.69 -5.71 32.39
C 17.53 4.58 28.36
C 16.29 0.32 26.16
C 15.42 -4.18 22.17
C 16.37 -4.31 25.95
C 15.34 -1.44 18.46
C 12.35 -6.26 29.04
C 13.05 -5.93 30.31
H 12.15 -5.38 28.44
H 16.13 0.71 23.89
H 16.02 3.05 27.58
H 13.32 -8.48 25.56
H 14.61 -4.85 21.90
H 15.77 4.70 27.13
H 16.47 -1.68 29.68
H 15.84 -3.60 25.31
H 16.28 -1.35 20.46
H 12.84 -7.07 28.50
H 15.88 -0.69 26.08
H 16.16 -0.82 18.11
H 11.38 -6.70 29.28
H 16.18 -4.11 21.40
H 13.16 -6.78 30.98
H 15.61 -2.45 18.15
H 17.50 -0.02 24.42
H 17.31 1.64 25.00
H 14.53 -5.28 26.81
H 15.60 -1.09 28.16
H 14.78 -6.24 32.70
H 13.55 -7.78 23.89
H 14.36 -1.23 18.04
H 15.78 -5.07 33.27
H 17.32 -4.52 25.45
H 17.63 8.43 28.91
H 16.35 8.11 30.04
H 17.14 3.71 26.42
H 16.12 0.04 29.35
H 18.34 5.01 27.77
H 12.31 -5.29 30.81
H 15.91 -6.26 27.10
H 15.57 1.09 26.46
H 16.87 -4.01 26.87
H 16.30 -6.54 32.04
H 14.83 -0.28 20.30
H 17.93 8.76 30.66
H 13.94 -9.40 24.25
H 18.05 3.87 29.00
H 15.68 -4.42 23.20



Number 1: energy -56783.9790 eV, gap between HOMO and LUMO 9.18 eV. Number 2: energy -39263.4217 eV, gap between HOMO and LUMO 9.18 eV. Number 3: energy -101085.9616 eV, gap between HOMO and LUMO 10.89 eV.